Run one
DFT (ωB97M-V/def2-TZVPD) results for a cluster of 2 separate species, C4H12 in total.

frontier orbital gap	12.659	eV
HOMO	-11.54	eV
SMILES	CC.CC
multiplicity	1

Bonds (Å) are listed after each position.
Element x y z (Å)
1 C -1.55429 -0.74385 -1.52947  C2 1.545, H3 1.082, H4 1.086, H5 1.088
2 C -2.66424 -0.56468 -0.47012  C1 1.545, H6 1.093, H7 1.088, H8 1.088
3 H -2.03015 -0.70241 -2.50017  C1 1.082
4 H -0.79116 0.01840 -1.39892  C1 1.086
5 H -0.99019 -1.64296 -1.28902  C1 1.088
6 H -2.33775 -0.08644 0.45662  C2 1.093
7 H -2.98476 -1.56377 -0.18063  C2 1.088
8 H -3.50777 0.01648 -0.83641  C2 1.088
9 C 1.45831 0.54620 0.58411  C10 1.510, H11 1.086, H12 1.100, H13 1.091
10 C 2.73621 0.72889 1.36838  C9 1.510, H14 1.093, H15 1.098, H16 1.084
11 H 0.72370 -0.18582 0.90712  C9 1.086
12 H 0.98797 1.54003 0.56297  C9 1.100
13 H 1.63615 0.37903 -0.47874  C9 1.091
14 H 2.60998 0.73800 2.45398  C10 1.093
15 H 3.44017 -0.10694 1.26541  C10 1.098
16 H 3.26781 1.62984 1.08488  C10 1.084

---

Run two
DFT (ωB97M-V/def2-TZVPD) results for a cluster of 2 separate species, C4H12 in total.

frontier orbital gap	12.260	eV
HOMO	-11.16	eV
SMILES	CC.CC
multiplicity	1

Bonds (Å) are listed after each position.
Element x y z (Å)
1 C 1.18462 0.64370 -1.25397  C2 1.515, H3 1.200, H4 1.237, H5 1.100
2 C 2.12408 0.03516 -2.27441  C1 1.515, H6 1.048, H7 1.063, H8 1.040
3 H 1.48138 0.90611 -0.12106  C1 1.200
4 H 0.93150 1.78766 -1.64924  C1 1.237
5 H 0.38093 -0.10212 -1.16638  C1 1.100
6 H 1.58519 0.01612 -3.17307  C2 1.048
7 H 2.52397 -0.91295 -2.00816  C2 1.063
8 H 2.87429 0.66588 -2.62342  C2 1.040
9 C -1.35210 -0.29289 2.45848  C10 1.511, H11 1.068, H12 1.036, H13 1.157
10 C -1.92916 -0.47805 1.07404  C9 1.511, H14 1.134, H15 1.138, H16 1.075
11 H -1.46555 -1.06228 3.19064  C9 1.068
12 H -0.32044 -0.22887 2.39576  C9 1.036
13 H -1.71921 0.70261 2.91993  C9 1.157
14 H -3.00903 -0.14083 1.15293  C10 1.134
15 H -1.84919 -1.58177 0.80838  C10 1.138
16 H -1.44127 0.04250 0.26955  C10 1.075

---

Run three
DFT (ωB97M-V/def2-TZVPD) results for a cluster of 2 separate species, C4H12 in total.

frontier orbital gap	12.326	eV
HOMO	-11.21	eV
SMILES	CC.CC
multiplicity	1

Bonds (Å) are listed after each position.
Element x y z (Å)
1 C 1.80486 0.27935 0.73257  C2 1.522, H3 1.076, H4 1.084, H5 1.123
2 C 0.85842 1.38802 1.17099  C1 1.522, H6 1.091, H7 1.105, H8 1.083
3 H 2.15102 0.29843 -0.28556  C1 1.076
4 H 2.51086 0.24034 1.55402  C1 1.084
5 H 1.31618 -0.72471 0.85003  C1 1.123
6 H 0.41167 1.81047 0.26990  C2 1.091
7 H 1.47894 2.16912 1.64672  C2 1.105
8 H 0.14766 1.10191 1.93601  C2 1.083
9 C -0.60895 -0.52879 -0.77314  C10 1.508, H11 1.110, H12 1.096, H13 1.073
10 C -1.98692 -0.99025 -1.17726  C9 1.508, H14 1.110, H15 1.101, H16 1.103
11 H 0.06743 -1.24608 -1.28328  C9 1.110
12 H -0.53439 0.51786 -1.08954  C9 1.096
13 H -0.42435 -0.68301 0.27295  C9 1.073
14 H -2.33750 -0.71993 -2.19498  C10 1.110
15 H -2.84198 -0.82119 -0.50478  C10 1.101
16 H -2.01295 -2.09153 -1.12467  C10 1.103

---

Run four
DFT (ωB97M-V/def2-TZVPD) results for a cluster of 2 separate species, C4H12 in total.

frontier orbital gap	12.700	eV
HOMO	-11.52	eV
SMILES	CC.CC
multiplicity	1

Bonds (Å) are listed after each position.
Element x y z (Å)
1 C 1.64242 0.08290 1.60979  C2 1.544, H3 1.086, H4 1.094, H5 1.091
2 C 1.71183 -0.31886 0.12060  C1 1.544, H6 1.077, H7 1.091, H8 1.091
3 H 1.16424 -0.64340 2.25979  C1 1.086
4 H 2.67265 0.21297 1.95510  C1 1.094
5 H 1.23613 1.07475 1.81536  C1 1.091
6 H 0.88894 -0.83246 -0.34853  C2 1.077
7 H 2.63446 -0.90105 0.13886  C2 1.091
8 H 2.04870 0.52736 -0.48016  C2 1.091
9 C -1.75548 -0.39399 -0.28826  C10 1.554, H11 1.084, H12 1.070, H13 1.092
10 C -1.61640 0.64483 -1.43535  C9 1.554, H14 1.092, H15 1.062, H16 1.086
11 H -1.20724 -0.07891 0.59276  C9 1.084
12 H -2.77141 -0.60042 -0.02373  C9 1.070
13 H -1.22976 -1.28674 -0.63258  C9 1.092
14 H -2.56328 1.18792 -1.47949  C10 1.092
15 H -0.84596 1.32897 -1.18005  C10 1.062
16 H -1.55317 0.22368 -2.43468  C10 1.086

---

Which of them is the least stable? Correct choice: run two.

---

Run one
DFT (ωB97M-V/def2-TZVPD) results for a cluster of 2 separate species, C4H12 in total.

frontier orbital gap	12.657	eV
HOMO	-11.48	eV
SMILES	CC.CC
multiplicity	1

Bonds (Å) are listed after each position.
Element x y z (Å)
1 C -1.87512 -0.01525 1.22267  C2 1.524, H3 1.091, H4 1.083, H5 1.096
2 C -0.86123 -1.12561 1.47297  C1 1.524, H6 1.097, H7 1.092, H8 1.088
3 H -1.37420 0.90725 0.92717  C1 1.091
4 H -2.68474 -0.31845 0.57053  C1 1.083
5 H -2.17341 0.27642 2.23626  C1 1.096
6 H -0.42345 -1.56881 0.56985  C2 1.097
7 H -1.40958 -1.94534 1.94076  C2 1.092
8 H 0.00377 -0.76396 2.02553  C2 1.088
9 C 2.02302 0.25282 -1.61687  C10 1.553, H11 1.087, H12 1.086, H13 1.089
10 C 0.71453 0.90105 -1.08793  C9 1.553, H14 1.088, H15 1.087, H16 1.088
11 H 2.90991 0.44262 -1.01846  C9 1.087
12 H 1.86348 -0.82047 -1.65336  C9 1.086
13 H 2.18638 0.65426 -2.61627  C9 1.089
14 H -0.06145 0.13855 -1.09608  C10 1.088
15 H 0.34036 1.73634 -1.67522  C10 1.087
16 H 0.83373 1.25431 -0.06539  C10 1.088

---

Run two
DFT (ωB97M-V/def2-TZVPD) results for a cluster of 2 separate species, C4H12 in total.

frontier orbital gap	12.794	eV
HOMO	-11.82	eV
SMILES	CC.CC
multiplicity	1

Bonds (Å) are listed after each position.
Element x y z (Å)
1 C 2.00322 -0.79562 1.84133  C2 1.535, H3 1.092, H4 1.089, H5 1.088
2 C 2.64599 -1.78318 0.85723  C1 1.535, H6 1.088, H7 1.091, H8 1.088
3 H 0.96385 -1.06598 2.04166  C1 1.092
4 H 2.03892 0.20077 1.40248  C1 1.089
5 H 2.43864 -0.81625 2.83859  C1 1.088
6 H 3.60466 -1.40719 0.50693  C2 1.088
7 H 2.78732 -2.72494 1.38896  C2 1.091
8 H 2.02143 -1.96503 -0.01489  C2 1.088
9 C -2.75191 1.49545 -0.72799  C10 1.543, H11 1.085, H12 1.087, H13 1.087
10 C -1.93783 1.10964 -1.98044  C9 1.543, H14 1.089, H15 1.089, H16 1.095
11 H -3.66068 1.99182 -1.05163  C9 1.085
12 H -2.10603 2.11594 -0.11149  C9 1.087
13 H -2.94882 0.59830 -0.14723  C9 1.087
14 H -2.52642 0.55775 -2.71160  C10 1.089
15 H -1.49523 1.96420 -2.49099  C10 1.089
16 H -1.07711 0.52433 -1.64090  C10 1.095

---

Run three
DFT (ωB97M-V/def2-TZVPD) results for a cluster of 2 separate species, C4H12 in total.

frontier orbital gap	12.535	eV
HOMO	-11.47	eV
SMILES	CC.CC
multiplicity	1

Bonds (Å) are listed after each position.
Element x y z (Å)
1 C 0.74234 1.96214 -1.57759  C2 1.533, H3 1.085, H4 1.094, H5 1.091
2 C 0.26935 2.97058 -0.52427  C1 1.533, H6 1.093, H7 1.076, H8 1.098
3 H -0.02360 1.23168 -1.81567  C1 1.085
4 H 1.03865 2.38737 -2.54077  C1 1.094
5 H 1.63501 1.42090 -1.26177  C1 1.091
6 H 0.33425 3.99070 -0.91207  C2 1.093
7 H 0.77162 2.84268 0.41836  C2 1.076
8 H -0.82760 2.92624 -0.53297  C2 1.098
9 C -0.79165 -2.20211 0.40291  C10 1.553, H11 1.083, H12 1.085, H13 1.104
10 C -0.20381 -2.75943 1.72768  C9 1.553, H14 1.088, H15 1.087, H16 1.084
11 H -0.63071 -2.76383 -0.50941  C9 1.083
12 H -1.81002 -1.86196 0.56147  C9 1.085
13 H -0.33262 -1.22200 0.18455  C9 1.104
14 H 0.59005 -2.11064 2.09096  C10 1.088
15 H 0.26130 -3.72947 1.57135  C10 1.087
16 H -1.02590 -2.78434 2.43345  C10 1.084

---

Run four
DFT (ωB97M-V/def2-TZVPD) results for a cluster of 2 separate species, C4H12 in total.

frontier orbital gap	12.640	eV
HOMO	-11.50	eV
SMILES	CC.CC
multiplicity	1

Bonds (Å) are listed after each position.
Element x y z (Å)
1 C -1.67867 0.10019 -2.43453  C2 1.532, H3 1.085, H4 1.090, H5 1.073
2 C -1.06323 1.07990 -1.42991  C1 1.532, H6 1.085, H7 1.091, H8 1.092
3 H -1.60270 0.39253 -3.47646  C1 1.085
4 H -1.28186 -0.91278 -2.36072  C1 1.090
5 H -2.72536 -0.04195 -2.24772  C1 1.073
6 H -1.66992 1.27930 -0.55297  C2 1.085
7 H -0.81872 2.01635 -1.93264  C2 1.091
8 H -0.11022 0.65708 -1.10650  C2 1.092
9 C 1.60412 -0.40531 1.24266  C10 1.517, H11 1.097, H12 1.081, H13 1.077
10 C 1.11660 -0.80542 2.62269  C9 1.517, H14 1.104, H15 1.086, H16 1.088
11 H 1.38472 0.66469 1.14345  C9 1.097
12 H 2.66986 -0.49497 1.08384  C9 1.081
13 H 1.06273 -0.90105 0.45448  C9 1.077
14 H 1.42830 -1.82986 2.89124  C10 1.104
15 H 1.56462 -0.22485 3.42303  C10 1.086
16 H 0.03478 -0.89672 2.69987  C10 1.088

---

Which of them is the least stable? Correct choice: run three.

---

Run one
DFT (ωB97M-V/def2-TZVPD) results for a cluster of 2 separate species, C4H12 in total.

frontier orbital gap	12.924	eV
HOMO	-11.81	eV
SMILES	CC.CC
multiplicity	1

Bonds (Å) are listed after each position.
Element x y z (Å)
1 C 0.37835 -0.18500 -2.86445  C2 1.535, H3 1.091, H4 1.087, H5 1.091
2 C -1.06904 -0.17829 -2.35203  C1 1.535, H6 1.083, H7 1.093, H8 1.087
3 H 0.76297 -1.20548 -2.87478  C1 1.091
4 H 0.44897 0.23570 -3.86441  C1 1.087
5 H 1.05237 0.41187 -2.24746  C1 1.091
6 H -1.27171 -1.00161 -1.67763  C2 1.083
7 H -1.29635 0.76046 -1.84096  C2 1.093
8 H -1.79744 -0.23493 -3.15633  C2 1.087
9 C 0.06136 -0.21903 2.01015  C10 1.540, H11 1.091, H12 1.086, H13 1.091
10 C 0.64968 0.61402 3.16364  C9 1.540, H14 1.099, H15 1.089, H16 1.087
11 H 0.11328 0.23011 1.01764  C9 1.091
12 H 0.61371 -1.15172 1.94021  C9 1.086
13 H -0.96630 -0.45910 2.28764  C9 1.091
14 H 0.71521 -0.04882 4.03726  C10 1.099
15 H -0.03734 1.41297 3.43801  C10 1.089
16 H 1.64227 1.01884 2.98349  C10 1.087

---

Run two
DFT (ωB97M-V/def2-TZVPD) results for a cluster of 2 separate species, C4H12 in total.

frontier orbital gap	11.740	eV
HOMO	-10.72	eV
SMILES	CC.CC
multiplicity	1

Bonds (Å) are listed after each position.
Element x y z (Å)
1 C -1.83573 1.00886 1.66631  C2 1.516, H3 1.147, H4 1.224, H5 1.055
2 C -2.32515 1.17923 0.24181  C1 1.516, H6 1.171, H7 1.044, H8 1.114
3 H -1.40040 -0.04976 1.74128  C1 1.147
4 H -1.06827 1.69775 2.32541  C1 1.224
5 H -2.63784 1.27652 2.29739  C1 1.055
6 H -3.14337 1.93871 -0.11296  C2 1.171
7 H -1.52987 1.47059 -0.36818  C2 1.044
8 H -2.75110 0.16781 0.04869  C2 1.114
9 C 1.48782 -1.41971 -1.19409  C10 1.506, H11 1.202, H12 1.179, H13 1.163
10 C 2.72345 -0.69411 -0.73221  C9 1.506, H14 1.055, H15 1.093, H16 1.115
11 H 1.26274 -2.49337 -0.70276  C9 1.202
12 H 0.46342 -0.83860 -1.24964  C9 1.179
13 H 1.78449 -1.92185 -2.20035  C9 1.163
14 H 2.50289 0.32633 -0.88649  C10 1.055
15 H 3.62861 -1.14735 -1.14343  C10 1.093
16 H 2.58632 -0.87238 0.36012  C10 1.115

---

Run three
DFT (ωB97M-V/def2-TZVPD) results for a cluster of 2 separate species, C4H12 in total.

frontier orbital gap	12.171	eV
HOMO	-11.03	eV
SMILES	CC.CC
multiplicity	1

Bonds (Å) are listed after each position.
Element x y z (Å)
1 C -1.75781 -0.95381 0.48674  C2 1.539, H3 1.100, H4 1.105, H5 1.099
2 C -1.29619 -1.48724 1.85498  C1 1.539, H6 1.099, H7 1.103, H8 1.087
3 H -2.77117 -1.31853 0.26341  C1 1.100
4 H -2.18959 0.05130 0.64430  C1 1.105
5 H -1.15536 -1.14222 -0.41285  C1 1.099
6 H -1.56716 -0.72579 2.60008  C2 1.099
7 H -0.27498 -1.90250 1.82449  C2 1.103
8 H -1.87628 -2.38204 2.06757  C2 1.087
9 C 1.38200 1.97536 -0.92715  C10 1.531, H11 1.143, H12 1.118, H13 1.090
10 C 1.79977 0.59064 -1.42936  C9 1.531, H14 1.100, H15 1.098, H16 1.144
11 H 1.01874 2.62962 -1.79113  C9 1.143
12 H 0.43919 1.87601 -0.33549  C9 1.118
13 H 2.15827 2.34520 -0.25652  C9 1.090
14 H 1.47840 -0.30036 -0.86954  C10 1.100
15 H 1.72793 0.44032 -2.51514  C10 1.098
16 H 2.88424 0.30404 -1.20439  C10 1.144

---

Run four
DFT (ωB97M-V/def2-TZVPD) results for a cluster of 2 separate species, C4H12 in total.

frontier orbital gap	12.580	eV
HOMO	-11.58	eV
SMILES	CC.CC
multiplicity	1

Bonds (Å) are listed after each position.
Element x y z (Å)
1 C 2.35526 -0.69477 1.43107  C2 1.557, H3 1.092, H4 1.085, H5 1.086
2 C 2.80875 0.76745 1.14701  C1 1.557, H6 1.093, H7 1.091, H8 1.079
3 H 2.65244 -0.98148 2.44232  C1 1.092
4 H 1.27080 -0.65541 1.41677  C1 1.085
5 H 2.79418 -1.46617 0.80489  C1 1.086
6 H 1.94416 1.31165 0.75824  C2 1.093
7 H 2.92791 1.24361 2.12143  C2 1.091
8 H 3.63035 0.89228 0.45827  C2 1.079
9 C -2.79303 -0.31818 -0.61114  C10 1.538, H11 1.086, H12 1.094, H13 1.086
10 C -2.35246 0.23650 -1.97580  C9 1.538, H14 1.092, H15 1.090, H16 1.087
11 H -2.16034 -1.15642 -0.33641  C9 1.086
12 H -2.65333 0.41474 0.18918  C9 1.094
13 H -3.85730 -0.53172 -0.62580  C9 1.086
14 H -2.78792 1.22784 -2.11370  C10 1.092
15 H -2.75342 -0.40805 -2.75822  C10 1.090
16 H -1.28488 0.34413 -2.15225  C10 1.087

---

Which of them is the least stable? Correct choice: run two.